ORCA calculation (the ωB97M-V functional and the def2-TZVPD basis) on 5 unconnected molecules or ions with the total composition C23H28BrCl12N3O5 at a distorted geometry.

Results
SMILES: [H]/N=C\Cc1c(Br)c(N(C)C(C)=O)c(O)c2c1C(=O)N(CCCCCOC)C2=O.ClC(Cl)Cl.ClC(Cl)Cl.ClC(Cl)Cl.ClC(Cl)Cl
Max |F|, eV Å⁻¹: 1.51
Gap between HOMO and LUMO, eV: 8.619
E_LUMO, eV: -0.5
Net charge: 0

XYZ file:
```
72
Properties=species:S:1:pos:R:3:forces:R:3
H -0.069150 0.383229 4.253852 0.0 0.0 0.0
N -0.995198 0.666863 3.929218 -0.2 0.2 0.1
C -1.431647 -0.127398 3.046942 0.3 -0.2 0.5
C -0.656503 -1.321052 2.527849 0.4 0.9 -0.6
C 0.186375 -0.825046 1.355183 -0.3 -0.3 0.0
C 1.552882 -0.508390 1.398807 0.2 0.3 0.0
Br 2.550070 -0.705810 3.026462 -0.4 0.2 -0.3
C 2.270313 0.004012 0.296132 -0.3 0.0 0.2
N 3.649101 0.321532 0.487180 -0.6 -0.2 -0.5
C 4.544430 -0.132604 -0.578641 0.6 0.1 -0.2
C 3.856352 1.707174 0.818041 0.4 -0.1 0.4
C 4.863739 1.943988 1.899813 0.8 -0.4 -0.1
O 3.248239 2.592710 0.300138 -0.6 0.4 -0.2
C 1.581367 0.203738 -0.915068 0.2 -0.1 -0.2
O 2.211640 0.738677 -1.997837 0.3 -0.1 0.3
C 0.242261 -0.127521 -0.968294 0.1 -0.1 -0.1
C -0.435299 -0.621528 0.130131 0.3 0.0 0.1
C -1.873348 -0.823311 -0.281224 1.1 0.6 0.4
O -2.760135 -1.348436 0.330752 -0.5 -0.1 0.0
N -1.958214 -0.237569 -1.535340 -1.0 -0.5 -1.0
C -3.171348 -0.320520 -2.336187 -0.6 0.2 0.0
C -3.434528 0.909304 -3.222564 0.0 -0.2 0.1
C -3.009296 2.261372 -2.626488 0.8 0.0 -0.3
C -1.904256 2.958594 -3.455117 -0.4 0.5 -0.1
C -2.101957 4.470936 -3.572537 0.6 -0.4 -0.4
O -1.292784 5.139369 -2.630829 -0.3 0.1 0.3
C -1.660069 6.497301 -2.503233 0.1 -0.3 0.0
C -0.712663 -0.038679 -2.118318 0.6 0.0 1.2
O -0.473311 0.113928 -3.281584 -0.1 0.1 -0.5
H -2.424443 0.056286 2.644555 0.0 0.0 -0.2
H -1.317722 -2.081896 2.127341 -0.1 -0.2 0.3
H 0.002430 -1.720760 3.291061 -0.4 0.3 0.1
H 4.284957 -1.138701 -0.895970 -0.1 -0.1 0.1
H 4.522787 0.516377 -1.452869 -0.1 0.0 -0.1
H 5.578527 -0.164430 -0.234516 0.0 0.0 0.3
H 5.540232 1.095333 1.987330 0.0 -0.1 0.0
H 5.460150 2.829304 1.700619 -0.2 0.2 0.0
H 4.360170 2.036965 2.858734 -0.2 0.1 0.0
H 2.193979 0.122823 -2.751588 -0.3 0.4 0.2
H -3.166892 -1.230878 -2.935495 0.1 0.0 -0.1
H -4.007988 -0.424897 -1.649958 0.2 -0.1 0.3
H -2.966888 0.730151 -4.186522 0.2 0.2 0.0
H -4.504495 0.928728 -3.426914 -0.1 -0.1 0.1
H -2.605425 2.144465 -1.621195 -0.2 -0.1 0.2
H -3.860026 2.930309 -2.526457 -0.2 0.0 -0.1
H -0.920391 2.767887 -3.034915 0.1 0.1 0.0
H -1.868891 2.568095 -4.470997 -0.2 -0.2 0.0
H -3.163403 4.718294 -3.462974 0.0 0.2 0.2
H -1.800280 4.783555 -4.581357 0.0 0.2 0.0
H -1.054310 6.933941 -1.715365 0.0 0.0 0.0
H -1.486343 7.041854 -3.436500 0.0 0.1 -0.1
H -2.717925 6.568702 -2.236291 -0.1 0.2 0.0
Cl -1.657295 -0.948181 6.978222 0.0 0.1 0.1
C -3.274511 -0.798049 6.297135 0.0 0.0 0.0
Cl -3.508306 -1.950561 4.978775 0.0 0.0 0.0
Cl -4.503719 -1.026610 7.543037 0.0 0.0 0.0
H -3.376897 0.201772 5.896098 0.0 0.0 -0.1
Cl 0.466903 -3.527025 6.087583 0.0 -0.1 0.1
C 0.971871 -4.605811 4.787356 0.1 0.1 0.1
Cl 1.054429 -3.689827 3.282674 0.4 -1.1 0.0
Cl 2.515958 -5.373954 5.159517 0.0 0.0 0.0
H 0.228298 -5.386557 4.666444 0.3 0.3 0.1
Cl 2.661021 -0.638454 -4.666815 0.1 -0.4 -0.4
C 3.042893 0.484797 -5.983241 0.0 0.1 -0.1
Cl 4.547902 0.019923 -6.769645 0.0 0.0 0.0
Cl 1.718743 0.551742 -7.138499 0.0 0.0 0.0
H 3.171374 1.469271 -5.553010 0.0 0.0 0.0
Cl -0.923321 -7.127029 3.755652 -0.3 -0.3 -0.1
C -0.263680 -8.118019 2.446046 0.2 0.0 0.0
Cl 1.235484 -7.421110 1.838297 0.0 0.0 0.0
Cl -0.016273 -9.775563 2.986549 0.0 0.0 0.0
H -0.985748 -8.127125 1.640833 0.0 0.0 0.0
```
Forces are in eV/Å.

Charge distribution, Löwdin scheme, values in e:
1. H 0.0252
2. N 0.1075
3. C -0.2612
4. C -0.2007
5. C -0.1731
6. C -0.4409
7. Br 0.8306
8. C -0.1874
9. N -0.1167
10. C -0.0377
11. C -0.4822
12. C -0.0044
13. O 0.1507
14. C -0.1721
15. O 0.0232
16. C 0.0079
17. C -0.0187
18. C -0.3319
19. O 0.1342
20. N 0.0381
21. C -0.1131
22. C -0.1659
23. C -0.1685
24. C -0.1605
25. C -0.2523
26. O -0.1827
27. C -0.1143
28. C -0.3342
29. O 0.1383
30. H 0.1018
31. H 0.1038
32. H -0.0209
33. H 0.0999
34. H 0.0851
35. H 0.0896
36. H 0.0784
37. H 0.0862
38. H 0.0788
39. H -0.0183
40. H 0.1320
41. H 0.1220
42. H 0.0971
43. H 0.1082
44. H 0.1112
45. H 0.1021
46. H 0.1085
47. H 0.1064
48. H 0.1126
49. H 0.1201
50. H 0.0860
51. H 0.0862
52. H 0.0844
53. Cl 0.5089
54. C -1.5465
55. Cl 0.5421
56. Cl 0.5271
57. H 0.0099
58. Cl 0.5265
59. C -1.5387
60. Cl 0.5776
61. Cl 0.5368
62. H -0.1027
63. Cl 0.6193
64. C -1.5156
65. Cl 0.5394
66. Cl 0.5469
67. H 0.0222
68. Cl 0.5835
69. C -1.5238
70. Cl 0.5363
71. Cl 0.5390
72. H 0.0137